1.
{"formula": "C51H82Cl11F32NO15", "method": "wB97M-V/def2-TZVPD", "e_lumo_ev": -0.797, "total_energy_ev": -311108.304, "elements": ["Cl", "Cl", "Cl", "Cl", "Cl", "Cl", "Cl", "Cl", "Cl", "Cl", "Cl", "F", "F", "F", "F", "F", "F", "F", "F", "F", "F", "F", "F", "F", "F", "F", "F", "F", "F", "F", "F", "F", "F", "F", "F", "F", "F", "F", "F", "F", "F", "F", "F", "O", "O", "O", "O", "O", "O", "O", "O", "O", "O", "O", "O", "O", "O", "O", "N", "C", "C", "C", "C", "C", "C", "C", "C", "C", "C", "C", "C", "C", "C", "C", "C", "C", "C", "C", "C", "C", "C", "C", "C", "C", "C", "C", "C", "C", "C", "C", "C", "C", "C", "C", "C", "C", "C", "C", "C", "C", "C", "C", "C", "C", "C", "C", "C", "C", "C", "C", "H", "H", "H", "H", "H", "H", "H", "H", "H", "H", "H", "H", "H", "H", "H", "H", "H", "H", "H", "H", "H", "H", "H", "H", "H", "H", "H", "H", "H", "H", "H", "H", "H", "H", "H", "H", "H", "H", "H", "H", "H", "H", "H", "H", "H", "H", "H", "H", "H", "H", "H", "H", "H", "H", "H", "H", "H", "H", "H", "H", "H", "H", "H", "H", "H", "H", "H", "H", "H", "H", "H", "H", "H", "H", "H", "H", "H", "H", "H", "H", "H", "H"], "positions_angstrom": [[3.253, -6.305, 8.891], [2.487, -7.388, -3.654], [3.761, -10.521, 2.534], [0.545, -6.386, 7.696], [4.910, -6.485, -4.804], [1.217, -11.356, 3.776], [0.750, 3.551, 10.313], [-8.466, -8.871, 6.298], [-0.674, -13.103, -2.507], [-6.115, -9.467, 4.667], [-2.345, -11.540, -4.548], [6.720, 12.490, 2.698], [-10.289, -5.728, -8.701], [-7.308, -6.629, -5.530], [-8.011, 1.932, 14.038], [-9.789, 1.156, 12.080], [-11.675, -8.392, -6.721], [-8.687, 2.105, 10.509], [5.071, 0.034, -9.905], [-7.949, -5.793, -2.847], [1.621, -2.192, -16.317], [-6.473, -2.034, 11.714], [4.104, -0.926, -8.340], [2.157, -1.031, -10.146], [-11.952, -6.920, -9.307], [3.001, -0.426, -14.560], [-7.513, -8.085, -3.997], [3.102, 11.484, 6.551], [3.158, -2.951, -10.457], [-7.277, -2.419, 9.736], [1.952, 11.405, 4.809], [-4.741, -1.369, 9.567], [3.121, 9.244, 3.814], [5.337, 11.636, 1.363], [-6.064, 0.283, 9.126], [3.859, -2.426, -14.509], [7.023, 9.304, 1.177], [0.425, -1.554, -14.694], [-8.757, 3.655, 13.056], [8.125, 11.011, 0.663], [4.475, 9.178, 5.363], [-9.890, -6.747, -3.135], [-10.126, -8.631, -8.276], [2.438, -1.822, -12.828], [-1.057, 0.193, -2.841], [-4.423, 4.801, 2.086], [2.062, 4.046, 10.644], [2.343, 1.672, 0.614], [-7.681, 0.520, 11.755], [0.293, 7.599, -4.056], [0.126, 4.410, 9.348], [-0.052, -2.267, 2.263], [11.959, 1.914, -3.435], [-9.782, -7.170, -6.515], [0.949, 2.232, 9.788], [5.250, -2.704, 2.754], [-0.117, 3.529, 11.407], [5.735, 10.538, 3.342], [0.644, 0.325, 2.345], [2.078, -5.521, 7.750], [-8.084, 2.516, 12.833], [6.735, -4.027, 1.519], [7.435, 10.474, 1.638], [4.414, -1.068, -9.620], [3.730, 10.018, 4.749], [3.294, -1.602, -10.517], [-8.873, -6.218, -3.752], [5.357, -3.414, 1.515], [12.569, 3.219, -5.232], [3.461, 1.848, -0.253], [-2.098, -12.043, -2.820], [6.268, 11.341, 2.259], [-5.915, 5.912, 3.515], [2.594, 1.923, 1.994], [-11.247, -6.562, -8.265], [3.506, -1.253, -12.016], [1.487, -2.206, -15.013], [1.342, 1.631, 2.874], [-1.334, -0.975, -3.654], [-0.030, 9.475, -2.688], [3.812, -7.877, -4.595], [-0.447, -3.549, 1.846], [-4.571, 5.948, 2.825], [-1.338, 9.128, -3.310], [-0.817, 8.398, -4.540], [0.748, 8.159, -2.809], [-2.442, -0.511, -4.582], [-6.715, -9.306, 6.365], [11.854, 2.008, -5.802], [-1.440, 1.383, -3.505], [2.991, -11.159, 4.019], [-10.721, -7.767, -7.410], [4.618, 11.102, 4.056], [11.966, 3.310, -3.821], [-8.071, -0.606, 10.914], [-1.115, -1.389, 2.584], [2.684, 10.683, 5.620], [-9.230, -8.035, -5.577], [12.012, 1.094, -4.609], [-5.706, -0.650, 10.076], [-8.233, -7.236, -4.715], [-5.696, 4.158, 1.925], [6.433, -2.805, 3.460], [-6.494, 4.514, 3.155], [-2.715, 0.895, -4.088], [-0.490, -0.116, 3.219], [7.067, -4.093, 2.981], [-6.857, -1.450, 10.597], [-8.588, 1.598, 11.718], [2.743, -1.724, -14.231], [-6.604, -10.208, 6.965], [1.649, 1.444, 3.903], [-8.542, -0.288, 9.984], [-0.126, 9.766, -1.642], [-1.905, 10.020, -3.574], [4.636, -4.226, 1.612], [4.419, -8.657, -4.134], [-1.187, 0.701, 3.409], [1.295, -0.445, 2.288], [-6.365, 3.806, 3.973], [3.359, -8.143, -5.550], [-3.489, 0.955, -3.323], [0.476, 10.273, -3.232], [3.958, 2.810, -0.132], [5.205, -1.817, -9.657], [4.165, 1.026, -0.125], [3.161, -10.491, 4.864], [12.374, 1.579, -6.659], [-1.652, 7.803, -4.910], [2.046, 9.985, 6.162], [13.653, 3.150, -5.143], [3.357, 1.215, 2.316], [0.436, -4.178, 1.730], [4.478, -1.702, -12.219], [-1.677, -1.053, 1.712], [-5.575, 3.082, 1.794], [-2.038, -0.383, -5.586], [1.828, 8.307, -2.825], [-3.096, 1.476, -4.929], [7.496, -3.447, 0.997], [10.961, 3.730, -3.839], [0.343, 0.521, 1.401], [-8.804, -8.803, -6.223], [-3.787, 6.011, 3.579], [8.182, 10.319, 2.417], [-6.538, 6.757, 3.224], [0.478, 7.511, -1.975], [4.012, 11.686, 3.364], [-1.016, -4.005, 2.656], [-5.240, -0.125, 10.910], [10.805, 2.219, -6.006], [5.104, 11.746, 4.789], [-2.955, -12.665, -2.563], [6.649, -4.984, 3.450], [6.756, -4.996, 1.020], [1.979, -4.480, 8.057], [12.601, 3.925, -3.183], [-1.513, -1.854, -3.035], [-3.299, -1.185, -4.575], [3.401, -12.155, 4.184], [-4.542, 6.802, 2.147], [6.160, -2.788, 4.515], [-0.477, -1.231, -4.277], [-7.070, 2.793, 12.545], [-5.746, 6.108, 4.574], [-2.119, -11.178, -2.158], [1.281, -3.241, -14.739], [5.191, -2.754, 0.663], [3.087, 1.910, -1.275], [-0.997, -3.539, 0.905], [0.070, -0.339, 4.127], [11.178, 0.393, -4.644], [-0.608, 1.708, -4.128], [12.279, 4.083, -5.831], [-0.554, 9.079, -5.350], [-1.893, 8.415, -2.701], [6.987, -1.880, 3.297], [-6.262, -8.418, 6.806], [12.969, 0.584, -4.724], [-1.561, 2.190, -2.782], [0.610, 2.432, 2.972], [-9.191, -5.348, -4.325], [8.127, -4.181, 3.217], [-9.958, -8.532, -4.936], [-6.174, 4.511, 1.012], [2.974, 2.928, 2.180], [-11.838, -5.925, -7.608], [-7.555, 4.499, 2.903], [-1.873, -1.859, 3.210], [-8.822, -1.229, 11.399], [3.475, -0.170, -12.139], [2.311, -5.538, 6.685]], "mulliken_charge": [-0.1482, -0.1276, -0.1440, -0.1463, -0.1605, -0.1474, 1.6186, -0.1511, -0.1458, -0.1454, -0.1500, -0.2731, -0.2462, -0.2975, -0.2352, -0.2974, -0.2701, -0.2684, -0.2584, -0.2803, -0.2666, -0.2743, -0.2664, -0.3115, -0.2541, -0.2935, -0.3185, -0.2571, -0.2976, -0.3312, -0.2605, -0.2743, -0.3047, -0.2711, -0.2747, -0.2783, -0.2352, -0.2303, -0.2784, -0.2713, -0.2948, -0.2490, -0.2855, -0.3800, -0.3740, -0.3954, -0.6549, -0.2584, -0.4018, -0.3954, -0.6688, -0.2434, -0.3927, -0.3363, -0.6668, -0.3702, -0.6282, -0.3577, -0.1588, -0.2138, 0.2314, -0.5745, 0.2137, 0.0961, 0.9500, 0.9974, 0.1494, -0.3324, -0.5921, -0.7343, -0.2376, 0.9062, -0.5046, -0.5567, 0.2157, -0.8185, 0.1950, -0.7049, -0.4200, -0.5822, -0.2189, -0.7610, -0.3919, -0.5013, -0.4345, -0.3880, -0.4763, -0.2198, -0.5307, -0.3885, -0.2215, 0.8237, -0.9746, -0.3875, -0.8962, -0.5979, 0.1677, -0.9061, -0.4337, 0.1364, 0.9791, -0.4221, -0.4527, -0.4478, -0.5064, -0.6893, -0.4742, 0.9959, 0.8846, 0.9247, 0.2797, 0.3739, 0.3925, 0.3164, 0.3128, 0.2635, 0.2628, 0.3609, 0.4027, 0.2349, 0.2438, 0.2460, 0.2807, 0.3134, 0.2455, 0.2824, 0.2651, 0.3024, 0.2830, 0.2815, 0.2888, 0.3893, 0.2334, 0.3752, 0.3838, 0.2927, 0.2506, 0.2703, 0.3271, 0.2583, 0.2773, 0.3683, 0.4449, 0.2807, 0.1933, 0.2697, 0.2711, 0.4395, 0.3180, 0.2723, 0.2810, 0.3480, 0.2474, 0.2398, 0.3367, 0.2868, 0.2829, 0.2910, 0.2949, 0.2477, 0.2467, 0.2600, 0.2500, 0.2200, 0.2767, 0.2862, 0.2054, 0.2393, 0.2394, 0.2971, 0.4075, 0.2759, 0.2586, 0.3263, 0.2975, 0.2695, 0.2681, 0.2365, 0.3020, 0.2446, 0.4333, 0.2753, 0.3359, 0.3346, 0.2663, 0.4429, 0.2208, 0.2938, 0.4638, 0.3988, 0.3617, 0.2219]}

2.
{"formula": "C51H82Cl22N3O5PS", "method": "wB97M-V/def2-TZVPD", "smiles": "CCCOc1cc(CCCC(=O)O)c2c(c1CCN)N(CCN(CC)C(C)=O)c1cc(P(C)O)c(/C(Cl)=C(/C)Cl)cc1S2.ClCCCl.ClCCCl.ClCCCl.ClCCCl.ClCCCl.ClCCCl.ClCCCl.ClCCCl.ClCCCl.ClCCCl", "e_lumo_ev": 0.115, "total_energy_ev": -364539.733, "elements": ["Cl", "Cl", "Cl", "Cl", "Cl", "Cl", "Cl", "Cl", "Cl", "Cl", "Cl", "Cl", "Cl", "Cl", "Cl", "Cl", "Cl", "Cl", "Cl", "Cl", "Cl", "Cl", "S", "P", "O", "O", "O", "O", "O", "N", "N", "N", "C", "C", "C", "C", "C", "C", "C", "C", "C", "C", "C", "C", "C", "C", "C", "C", "C", "C", "C", "C", "C", "C", "C", "C", "C", "C", "C", "C", "C", "C", "C", "C", "C", "C", "C", "C", "C", "C", "C", "C", "C", "C", "C", "C", "C", "C", "C", "C", "C", "C", "C", "H", "H", "H", "H", "H", "H", "H", "H", "H", "H", "H", "H", "H", "H", "H", "H", "H", "H", "H", "H", "H", "H", "H", "H", "H", "H", "H", "H", "H", "H", "H", "H", "H", "H", "H", "H", "H", "H", "H", "H", "H", "H", "H", "H", "H", "H", "H", "H", "H", "H", "H", "H", "H", "H", "H", "H", "H", "H", "H", "H", "H", "H", "H", "H", "H", "H", "H", "H", "H", "H", "H", "H", "H", "H", "H", "H", "H", "H", "H", "H", "H", "H"], "positions_angstrom": [[-11.790, 2.205, -3.928], [1.499, 1.841, 8.004], [0.985, -6.152, -4.517], [0.791, 10.245, -3.898], [1.090, 6.928, -7.666], [2.343, -5.298, -7.528], [-7.316, 1.299, -0.573], [7.526, -2.318, -0.590], [2.753, -4.408, 4.061], [1.215, 7.220, 4.124], [-5.831, -2.019, 6.549], [-0.848, 4.538, 4.514], [8.446, -4.051, 4.940], [2.576, 6.648, -10.721], [-6.616, -3.613, 3.642], [2.964, 2.654, 5.037], [-6.137, -1.602, -3.722], [-1.845, 9.718, -5.999], [5.873, -0.856, -3.183], [-10.282, 2.003, -0.879], [5.270, -3.928, 6.299], [9.962, -5.492, 7.632], [-1.018, 1.002, -1.410], [-6.324, -2.833, -0.365], [3.026, -3.563, -2.313], [3.272, -0.550, 2.254], [-0.582, 4.786, -3.564], [-5.626, -4.253, 0.306], [1.481, 4.656, -2.748], [-1.093, -1.793, -0.027], [-0.371, -6.068, -1.234], [1.003, -0.361, 2.935], [0.729, -0.801, 1.515], [2.228, -1.224, -2.832], [4.462, -4.794, -0.615], [-7.749, -3.081, 4.911], [-12.568, 1.817, -2.373], [-7.083, -0.424, -2.744], [1.636, -4.560, -4.986], [-0.011, -1.585, -0.985], [0.495, 4.254, -3.679], [-1.328, 6.252, 4.418], [4.108, -3.412, -1.328], [-4.886, -1.666, -0.679], [0.444, 1.720, -4.362], [4.231, -5.366, 6.152], [-6.467, 0.105, -1.651], [-3.867, 0.530, -1.561], [0.194, -0.317, -1.719], [2.743, 7.997, -9.570], [0.929, -2.712, -1.172], [-2.556, 0.044, -1.153], [-2.370, -1.270, -0.495], [-0.439, 7.040, 3.484], [7.893, -0.739, -1.338], [-5.019, -0.346, -1.291], [2.171, 3.425, 7.541], [-7.408, -2.153, 1.011], [-3.547, -2.115, -0.287], [-7.302, -1.796, 5.571], [-0.801, -1.009, 1.241], [1.600, 1.220, -3.422], [0.793, 1.104, 3.086], [2.925, -1.044, 4.568], [1.299, -0.099, -2.647], [3.849, -5.647, 4.718], [2.702, 7.528, -8.133], [0.823, 3.216, -4.793], [-11.939, 2.563, -1.218], [1.980, 3.717, 6.070], [-8.534, -0.090, -3.180], [6.638, -0.028, -1.805], [-0.219, 8.778, -4.004], [10.361, -3.922, 6.891], [9.137, -3.217, 6.352], [0.952, -5.354, -1.169], [2.050, -2.528, -2.098], [-0.677, 8.502, -5.418], [2.433, -0.642, 3.127], [1.390, -4.251, -6.445], [-0.719, 1.359, 3.551], [4.227, -4.709, 0.949], [0.713, -4.019, -0.353], [-0.711, 2.106, 4.391], [1.204, -0.010, 0.866], [-11.901, 3.636, -1.407], [11.099, -4.096, 6.109], [-1.178, 7.535, -5.461], [2.287, 4.741, 5.854], [1.953, 8.718, -9.777], [8.358, -3.132, 7.109], [-0.839, 8.046, 3.354], [1.652, 4.176, 8.136], [-7.849, -3.889, 5.635], [-0.562, 1.778, -3.879], [0.942, 3.603, 5.768], [3.685, -0.276, 4.865], [3.776, -5.569, -1.039], [-1.286, 1.724, 2.659], [3.324, -6.601, 4.654], [1.686, -3.223, -6.658], [-0.696, -6.164, -0.268], [-1.276, -1.558, 2.106], [1.941, 1.986, -2.678], [3.873, -2.628, -0.557], [-0.179, -6.993, -1.627], [0.439, 3.492, -5.803], [8.397, -0.138, -0.582], [-1.063, 8.899, -3.326], [3.702, 8.472, -9.775], [1.256, -1.792, 1.412], [-7.027, -1.132, 1.270], [-1.165, 0.402, 3.932], [5.143, -4.380, 1.514], [-9.111, 0.443, -2.392], [-8.080, -1.439, 6.247], [1.437, -4.042, 0.517], [1.216, 4.379, -1.853], [3.967, -5.730, 1.340], [8.589, -0.908, -2.159], [3.424, 6.734, -7.949], [-13.618, 2.097, -2.466], [-9.053, -1.074, -3.371], [-7.105, -1.016, 4.836], [-4.000, 1.523, -2.056], [5.022, -3.087, -1.907], [-8.717, -2.933, 4.431], [9.405, -2.211, 6.026], [-1.315, 6.664, 5.427], [4.796, -6.208, 6.556], [2.059, -1.065, 5.274], [0.161, 8.481, -6.113], [-12.515, 0.738, -2.228], [-7.300, -2.805, 1.943], [-3.414, -3.115, 0.179], [5.538, -5.030, -0.814], [3.096, -1.111, -3.544], [3.353, -5.215, 6.779], [-5.998, -4.362, 1.202], [5.901, 0.049, -1.006], [1.952, 3.205, -4.878], [-12.522, 2.399, -0.311], [3.395, -2.061, 4.459], [10.825, -3.314, 7.668], [2.934, 8.360, -7.466], [1.540, 1.477, 3.853], [0.390, 7.948, -3.645], [-1.310, -0.002, 1.222], [-2.356, 6.273, 4.056], [1.262, -5.194, -2.229], [6.885, 0.981, -2.138], [3.389, -4.005, 1.186], [0.338, -4.363, -6.706], [1.697, -6.000, -0.612], [-8.563, 0.487, -4.137], [2.698, -4.546, -4.747], [2.486, 1.005, -4.088], [0.311, 1.093, -5.287], [-0.306, -4.081, 0.111], [4.726, -5.699, 4.072], [-0.372, 6.571, 2.503], [3.225, 3.439, 7.819], [-8.490, -2.183, 0.729], [1.137, -3.817, -4.362], [0.966, 1.701, 2.149]], "mulliken_charge": [-0.1757, -0.1917, -0.1923, -0.2109, -0.1783, -0.2077, -0.2322, -0.1452, -0.0645, -0.1811, -0.1784, -0.0905, -0.1542, -0.1824, -0.2172, -0.2122, -0.1460, -0.2124, -0.1673, -0.1197, -0.1670, -0.1854, -0.1561, 0.1315, -0.4639, -0.6060, -0.5388, -0.4824, -0.5286, 0.8561, -0.6484, 0.1629, 0.2408, -0.6333, -0.6007, -0.5377, -0.5321, 0.4520, 0.1524, -1.1480, 0.5024, -0.6281, -0.0366, 0.7395, -0.1008, -0.5149, -0.9752, -0.6886, 1.5109, -0.4458, 0.0704, 0.9055, -1.2035, -0.3949, -0.4874, 0.2881, -0.4788, -0.2444, -0.7681, -0.3748, -0.3483, -1.0811, 1.5885, -0.7655, 0.5021, -0.5974, -0.4356, -0.5863, -0.4864, 0.1029, -0.4465, -0.4103, -0.2367, -0.4304, -0.4324, 0.6306, -0.2466, 0.0319, 0.5233, -0.4356, -1.0163, -0.6094, -0.3005, 0.1926, 0.1670, 0.3159, 0.3140, 0.2569, 0.2901, 0.3189, 0.2887, 0.3210, 0.3148, 0.3870, 0.1323, -0.1552, 0.2949, 0.2872, 0.1944, 0.4029, 0.3003, 0.2576, 0.1759, 0.2751, 0.1901, 0.2724, 0.3968, 0.3279, 0.3640, 0.3090, -0.4322, 0.2790, 0.3192, 0.3728, -0.2245, 0.3040, -0.2727, 0.3329, 0.3026, 0.3134, 0.3530, 0.3643, 0.3215, 0.2870, 0.4373, 0.1106, 0.2850, 0.3022, 0.3335, 0.3467, 0.2038, -0.0651, 0.3160, -0.3177, 0.6510, 0.4279, 0.1265, 0.3392, 0.2507, 0.1791, 0.2885, 0.2932, 0.1062, 0.3007, 0.2768, -1.1511, 0.0509, 0.0893, 0.3213, -0.5697, 0.4290, -0.1806, 0.3665, 0.1600, 0.2970, 0.2406, 0.4446, 0.3379, 0.4251, 0.2442, 0.2910, 0.3380, 0.2976, -0.1450, 0.2120]}